[1]
A 2-piece molecular cluster, C22H31N6 overall. Source: the OMol25 dataset; level of theory: the ωB97M-V functional and the def2-TZVPD basis.

Computed properties:
Total charge = +1
E_HOMO = -0.3865 Ha
DFT total energy = -1185.090252 a.u.
Relative energy (zero: lowest compared OMol25 entry of this formula, charge and spin) = 0.586 eV

Last column: natural (NBO) charge in e.
Geometry (Å):
C  -5.73632  -1.72592  0.23729  -0.392
N  -4.83866  -1.53893  1.36152  -0.467
C  -5.18689  -2.24515  2.57732  -0.400
C  -3.55409  -1.05543  1.14145  0.298
C  -3.37114  0.31633  0.82207  -0.250
C  -2.09786  0.82117  0.72559  -0.081
C  -0.94586  -0.01610  0.88347  -0.211
C  0.32453  0.60853  0.87124  0.027
C  1.59542  -0.02040  0.97112  -0.117
C  2.71771  0.60577  0.33556  -0.129
C  3.98344  0.06773  0.42679  -0.259
C  4.21859  -1.05889  1.26890  0.272
N  5.47952  -1.55758  1.40424  -0.371
C  5.84785  -2.39618  2.52174  -0.416
C  6.44382  -1.49630  0.32379  -0.402
C  3.12944  -1.65462  1.95361  -0.289
C  1.84220  -1.19771  1.74815  -0.118
C  -1.16045  -1.42632  0.94863  -0.054
C  -2.43447  -1.92143  1.16086  -0.285
H  -5.55595  -0.93358  -0.49728  0.210
H  -5.56518  -2.70134  -0.24989  0.185
H  -6.77085  -1.68705  0.59800  0.211
H  -4.82353  -1.70287  3.45839  0.210
H  -6.27610  -2.29958  2.61954  0.219
H  -4.77169  -3.26104  2.61175  0.181
H  -4.26187  0.94256  0.72697  0.240
H  -1.94217  1.88078  0.51386  0.245
H  0.33613  1.70617  0.80880  0.252
H  2.56704  1.51865  -0.24921  0.231
H  4.82658  0.52388  -0.09536  0.229
H  5.52351  -1.96923  3.47713  0.218
H  5.43208  -3.40948  2.45512  0.201
H  6.93577  -2.46813  2.52186  0.224
H  6.26856  -0.61826  -0.30243  0.212
H  7.44815  -1.44367  0.76261  0.216
H  6.38681  -2.39109  -0.32339  0.207
H  3.31123  -2.50565  2.61308  0.237
H  1.01369  -1.72310  2.22359  0.227
H  -0.32332  -2.11655  0.83556  0.217
H  -2.61791  -2.99012  1.30776  0.236
N  -0.64952  5.04123  1.45268  -0.019
N  -0.55978  4.38375  0.51254  0.236
N  -0.37980  3.48188  -0.31491  -0.391
C  -0.64482  3.85098  -1.70513  -0.236
C  -0.37756  2.60635  -2.54617  -0.040
C  -1.01286  2.59799  -3.93954  -0.401
C  -1.05101  1.09291  -4.28176  -0.414
C  -0.82315  0.32102  -2.96054  -0.214
N  -0.72532  1.36109  -1.95417  -0.638
H  -1.67113  4.23792  -1.88654  0.200
H  0.08428  4.61258  -2.05129  0.206
H  0.72237  2.58684  -2.70697  0.145
H  -2.01298  3.04596  -3.89895  0.207
H  -0.38401  3.18503  -4.61577  0.223
H  -1.97454  0.80931  -4.78588  0.223
H  -0.21354  0.85010  -4.93997  0.214
H  -1.64039  -0.38065  -2.74387  0.194
H  0.11519  -0.26342  -3.00577  0.170
H  -0.19921  1.11931  -1.12779  0.372

***

[2]
C22H31N6O3PPtS4 as an isolated structure. Source: the OMol25 dataset; level of theory: the ωB97M-V functional and the def2-TZVPD basis.

Computed properties:
E_HOMO = -0.2619 Ha
DFT total energy = -3464.737122 a.u.
Relative energy (zero: lowest compared OMol25 entry of this formula, charge and spin) = 1.129 eV

Last column: natural (NBO) charge in e.
Geometry (Å):
Pt  0.44467  -0.18145  -0.40070  0.703
O  -2.43328  -2.37203  2.35537  -0.680
C  -2.12130  -1.68112  3.47074  0.343
C  -2.75927  -2.06202  4.65453  -0.283
C  -2.50285  -1.39943  5.83427  -0.175
C  -1.60181  -0.33808  5.86540  -0.271
C  -0.96604  0.04155  4.70251  -0.151
C  -1.20705  -0.61335  3.48968  -0.163
C  -0.48688  -0.19064  2.26531  0.573
O  -0.69913  -0.86862  1.17677  -0.759
N  0.31481  0.82562  2.35270  -0.447
N  0.98586  1.11338  1.16326  -0.373
C  2.02683  1.83014  1.41525  -0.049
S  2.43157  2.21097  3.07444  0.338
C  3.78385  3.35538  2.64949  -0.551
C  4.40644  2.87919  1.35669  -0.527
S  3.05045  2.55037  0.19647  0.296
H  -1.90636  -1.98739  1.62159  0.517
H  -3.45889  -2.88648  4.60853  0.221
H  -3.00779  -1.70960  6.74076  0.209
H  -1.40004  0.18466  6.79083  0.210
H  -0.26220  0.86223  4.69753  0.232
H  4.50124  3.34128  3.46958  0.233
H  3.39087  4.36644  2.54128  0.217
H  4.96516  1.95615  1.50843  0.229
H  5.05934  3.62859  0.91093  0.233
S  1.97226  0.23921  -2.13850  -0.160
C  0.98536  1.23387  -3.14968  0.379
N  1.21239  2.54770  -3.17711  -0.585
C  0.36069  3.50626  -3.86730  -0.219
C  -1.02424  2.90475  -4.05132  -0.426
C  -0.88494  1.53318  -4.69828  -0.223
N  0.02281  0.72672  -3.89788  -0.586
H  1.90543  2.86765  -2.51960  0.429
H  0.80098  3.76843  -4.83436  0.194
H  0.31545  4.41225  -3.26287  0.217
H  -1.65015  3.55722  -4.65778  0.228
H  -1.50165  2.78769  -3.07676  0.227
H  -0.49992  1.62502  -5.71910  0.195
H  -1.84158  1.01500  -4.74488  0.230
H  -0.11151  -0.27557  -3.80432  0.454
C  1.36301  -3.49889  1.82033  -1.017
P  2.71501  -2.82051  0.80542  1.949
C  4.25178  -3.51232  1.50332  -1.005
C  2.52852  -3.57764  -0.84298  -1.013
O  2.72715  -1.34547  0.75865  -1.128
H  1.28165  -4.58179  1.72086  0.235
H  0.43241  -3.03056  1.49903  0.269
H  1.52727  -3.24164  2.86748  0.247
H  4.24829  -4.60283  1.49851  0.233
H  4.36190  -3.15490  2.52695  0.246
H  5.09967  -3.15357  0.91991  0.244
H  2.79310  -4.63595  -0.83227  0.232
H  3.17274  -3.04907  -1.54522  0.252
H  1.49573  -3.47244  -1.17479  0.258
C  -5.19249  -0.32958  -3.80453  -0.649
C  -4.07681  0.00811  -2.86149  0.262
C  -4.13065  1.12658  -2.03971  -0.351
C  -3.03617  1.34869  -1.20595  0.089
N  -1.99864  0.52783  -1.18393  -0.523
C  -2.05870  -0.55910  -1.98324  0.266
S  -0.66931  -1.62677  -1.82951  -0.163
N  -3.03812  -0.82837  -2.83717  -0.511
H  -5.71789  0.56394  -4.14062  0.213
H  -5.91409  -0.97514  -3.29959  0.235
H  -4.80443  -0.87749  -4.66058  0.233
H  -4.98466  1.78978  -2.05209  0.219
H  -2.98589  2.20399  -0.53871  0.198

***

[3]
C22H31N9O3SSr as an isolated structure. Source: the OMol25 dataset; level of theory: the ωB97M-V functional and the def2-TZVPD basis.

Computed properties:
Total charge = +2
E_HOMO = -0.4754 Ha
DFT total energy = -2004.143964 a.u.
Relative energy (zero: lowest compared OMol25 entry of this formula, charge and spin) = 0.460 eV

Last column: natural (NBO) charge in e.
Geometry (Å):
Sr  0.45654  -0.04537  -0.72260  1.812
C  -0.14278  -2.55616  -3.21706  -0.657
C  -0.23136  -3.24473  -1.87706  0.239
C  -0.76505  -4.51879  -1.76869  -0.247
C  -0.80474  -5.12225  -0.52585  -0.124
C  -0.29393  -4.45142  0.57244  -0.230
C  0.24360  -3.19044  0.39523  0.184
N  0.25180  -2.58647  -0.80949  -0.546
C  0.85467  -2.42925  1.54922  0.190
C  1.14240  -3.04234  2.75243  -0.216
C  1.66558  -2.27305  3.77853  -0.120
C  1.91737  -0.92826  3.57763  -0.211
C  1.66330  -0.38427  2.33155  0.206
N  1.12834  -1.12865  1.34658  -0.544
C  1.96443  1.06466  2.01359  0.195
C  2.61903  1.88789  2.90726  -0.226
C  2.85659  3.20562  2.54864  -0.123
C  2.42817  3.67121  1.31911  -0.241
C  1.77159  2.79619  0.47097  0.252
C  1.27087  3.23046  -0.89113  -0.661
N  1.56019  1.51638  0.81327  -0.555
H  -0.83045  -3.00442  -3.93274  0.241
H  0.86809  -2.65211  -3.62708  0.236
H  -0.38620  -1.49321  -3.14378  0.216
H  -1.14181  -5.02371  -2.65015  0.240
H  -1.22667  -6.11344  -0.40963  0.243
H  -0.32839  -4.91046  1.54984  0.235
H  0.97208  -4.09855  2.89963  0.234
H  1.88256  -2.72676  4.73781  0.243
H  2.31433  -0.32746  4.38368  0.234
H  2.95657  1.52439  3.86700  0.231
H  3.37722  3.86550  3.23170  0.240
H  2.59923  4.69661  1.01653  0.236
H  1.25463  4.31372  -0.98372  0.242
H  0.25512  2.86634  -1.06688  0.215
H  1.92192  2.83260  -1.67324  0.235
C  4.03741  -1.41233  -3.24884  -0.255
O  3.12968  -0.67576  -4.10887  -0.480
C  2.19022  0.02652  -3.52351  0.919
O  2.00713  0.06775  -2.29814  -0.807
N  1.43742  0.68495  -4.41985  -0.459
N  0.38192  1.48022  -3.96651  -0.649
H  4.74272  -1.87833  -3.92463  0.224
H  3.49001  -2.16416  -2.68955  0.193
H  4.54560  -0.73284  -2.57283  0.205
H  1.70325  0.65147  -5.39228  0.410
H  -0.45742  1.24460  -4.48176  0.373
H  0.60280  2.45688  -4.12326  0.370
N  -3.45393  -1.27419  -1.44833  -0.800
C  -2.85313  -0.07922  -1.56005  0.823
N  -3.60597  0.98953  -1.85188  -0.795
O  -1.60797  0.02764  -1.42070  -0.851
H  -4.45082  -1.38594  -1.50506  0.411
H  -2.89598  -2.06206  -1.16889  0.418
H  -4.60646  0.94430  -1.92808  0.411
H  -3.16306  1.89088  -1.84922  0.421
C  -4.49371  2.80137  4.19619  -0.439
N  -3.65317  1.90707  3.41099  -0.569
C  -2.62143  2.29526  2.65996  0.348
N  -2.37766  3.61629  2.63886  -0.788
S  -1.67969  1.19484  1.76176  -0.439
H  -5.30641  2.22331  4.62435  0.241
H  -4.93099  3.58172  3.57157  0.210
H  -3.93848  3.25980  5.01710  0.210
H  -3.82416  0.91621  3.42376  0.423
H  -2.83664  4.25759  3.26159  0.407
H  -1.55596  3.92659  2.15258  0.417